Record 1
{"formula": "C2H6N3", "method": "ωB97M-V/def2-TZVPD", "species": ["C", "C", "N", "N", "N", "H", "H", "H", "H", "H", "H"], "xyz": [[-0.298, -0.197, 0.428], [-0.368, 1.255, 0.155], [-1.822, -1.844, -1.393], [0.817, 0.425, 0.548], [2.083, 0.664, 0.257], [-0.574, 1.849, -0.712], [-0.780, 1.817, 0.993], [-2.668, -2.112, -1.001], [2.571, 0.065, -0.371], [2.555, 0.823, 1.244], [-0.999, -2.325, -1.569]], "mulliken_spin": [0.51, 0.25, 1.11, 0.03, 0.11, 0.00, 0.00, -0.01, 0.00, 0.00, -0.01], "spin_multiplicity": 3, "s2": 2.011, "total_charge": 1, "fmax_ev_per_a": 4.86, "relative_energy_kcal_mol": 139.4}

Record 2
{"formula": "C2H6N3O", "method": "ωB97M-V/def2-TZVPD", "species": ["C", "N", "N", "C", "N", "O", "H", "H", "H", "H", "H", "H"], "xyz": [[1.949, -0.799, -0.252], [1.643, 0.474, -0.458], [0.691, 1.124, -0.198], [-0.369, 0.251, 0.585], [-1.763, 0.381, -0.234], [0.022, -0.890, 0.751], [2.173, -1.578, -1.101], [2.536, -1.063, 0.631], [-0.480, 0.842, 1.510], [-2.394, -0.477, -0.085], [-1.739, 0.487, -1.292], [-2.269, 1.248, 0.144]], "mulliken_charge": [-0.06, 0.18, -0.30, 0.18, -0.46, -0.54, 0.27, 0.26, 0.32, 0.37, 0.39, 0.39], "smiles": "C=[N+]=N[C@@H]([NH3+])[O-]", "total_charge": 1, "fmax_ev_per_a": 3.13, "relative_energy_kcal_mol": 110.2}

Record 3
{"formula": "C2H6N3O", "method": "ωB97M-V/def2-TZVPD", "species": ["C", "C", "N", "N", "N", "O", "H", "H", "H", "H", "H", "H"], "xyz": [[-1.462, -1.547, -2.844], [0.726, 0.320, 1.666], [-0.245, 0.062, -1.575], [-0.980, -0.792, -1.982], [1.031, 1.572, 1.675], [0.274, 0.437, -0.565], [-2.536, -1.431, -2.883], [-0.843, -2.181, -3.274], [1.450, -0.364, 1.185], [-0.311, 0.160, 1.959], [1.923, 1.867, 1.303], [0.500, 2.337, 2.051]], "mulliken_charge": [-0.24, -0.06, 0.10, 0.17, -0.14, -0.47, 0.25, 0.29, 0.29, 0.29, 0.27, 0.26], "total_charge": 1, "fmax_ev_per_a": 4.61, "relative_energy_kcal_mol": 146.3}

Record 4
{"formula": "C2H6N3O", "method": "ωB97M-V/def2-TZVPD", "species": ["C", "C", "N", "N", "N", "O", "H", "H", "H", "H", "H", "H"], "xyz": [[1.232, -0.720, -0.452], [-0.213, 0.158, 1.074], [1.376, 0.623, -0.468], [0.364, -1.075, 0.464], [-1.707, 0.149, -0.506], [0.713, 1.138, 0.698], [1.827, -1.385, -1.054], [-0.725, 0.275, 1.948], [1.677, 1.366, -1.088], [-0.283, -1.808, 0.506], [-2.734, 0.229, -0.214], [-1.527, 1.051, -0.908]], "mulliken_spin": [0.10, 0.65, 0.13, -0.08, 1.09, 0.13, 0.01, 0.04, 0.00, 0.01, -0.04, -0.03], "spin_multiplicity": 3, "s2": 2.016, "total_charge": 1, "fmax_ev_per_a": 6.73, "relative_energy_kcal_mol": 48.6}

Record 5
{"formula": "C2H6N3O2", "method": "ωB97M-V/def2-TZVPD", "species": ["O", "C", "O", "H", "N", "C", "N", "N", "H", "H", "H", "H", "H"], "xyz": [[-0.923, 1.975, 0.296], [-0.121, 2.630, 1.024], [0.712, 2.184, 1.821], [-0.209, 3.735, 0.927], [0.036, -0.612, 0.590], [0.036, -1.098, -0.674], [0.542, -2.402, -0.803], [-0.381, -0.491, -1.732], [-0.300, 0.368, 0.753], [0.636, -1.035, 1.274], [0.018, -3.038, -0.227], [0.541, -2.689, -1.763], [-0.587, 0.474, -1.487]], "mulliken_charge": [-0.76, 0.02, -0.68, 0.39, -0.37, 0.46, -0.57, -0.86, 0.30, 0.20, 0.20, 0.29, 0.37], "total_charge": -1, "fmax_ev_per_a": 1.03, "relative_energy_kcal_mol": 7.6}

Record 6
{"formula": "C2H6N3O3", "method": "ωB97M-V/def2-TZVPD", "species": ["C", "C", "N", "N", "N", "O", "O", "O", "H", "H", "H", "H", "H", "H"], "xyz": [[1.508, -1.281, 0.012], [-0.361, 0.581, -0.760], [-1.218, 0.471, 0.235], [1.092, 1.787, 0.576], [-2.271, -0.308, 0.102], [-2.452, -0.981, -0.924], [-3.062, -0.310, 1.053], [0.572, 1.566, -0.726], [2.516, -0.899, 0.053], [1.301, -1.925, -0.822], [1.095, -1.610, 0.951], [-0.506, 0.166, -1.750], [1.516, 0.873, 0.817], [0.270, 1.869, 1.183]], "mulliken_charge": [-1.30, -0.02, -0.44, -0.55, 0.92, -0.69, -0.68, -0.22, 0.34, 0.30, 0.26, 0.43, 0.31, 0.35], "total_charge": -1, "fmax_ev_per_a": 1.61, "relative_energy_kcal_mol": 235.9}

Record 7
{"formula": "C2H6N3S", "method": "ωB97M-V/def2-TZVPD", "species": ["C", "C", "N", "N", "N", "S", "H", "H", "H", "H", "H", "H"], "xyz": [[2.226, 0.295, 0.075], [-1.630, 0.204, 0.183], [1.073, 0.578, 0.763], [2.252, -0.812, -0.571], [-2.680, -0.447, -0.255], [-0.167, -0.599, 0.322], [3.043, 0.840, 0.427], [-1.826, 1.224, 0.303], [0.659, 1.475, 0.927], [3.054, -1.378, -0.938], [-3.436, 0.028, -0.684], [-2.568, -1.410, -0.553]], "mulliken_charge": [0.08, 0.17, -0.23, -0.60, -0.31, 0.04, 0.41, 0.38, 0.31, 0.26, 0.27, 0.23], "total_charge": 1, "fmax_ev_per_a": 3.76, "relative_energy_kcal_mol": 44.1}

Record 8
{"formula": "C2H6N3S", "method": "ωB97M-V/def2-TZVPD", "species": ["C", "C", "N", "N", "N", "S", "H", "H", "H", "H", "H", "H"], "xyz": [[-1.267, 0.624, -0.092], [-1.442, -0.890, -0.127], [0.075, 1.005, -0.006], [0.812, 0.057, 0.093], [2.754, 0.179, -0.122], [0.253, -1.468, -0.089], [-1.807, 1.248, -0.959], [-1.613, 0.930, 0.843], [-1.944, -1.292, 0.808], [-1.793, -1.375, -1.062], [3.045, 1.159, -0.095], [2.927, -0.179, 0.806]], "mulliken_charge": [-0.34, -0.47, -0.31, 0.31, -0.26, 0.13, 0.33, 0.29, 0.34, 0.35, 0.31, 0.33], "total_charge": 1, "fmax_ev_per_a": 4.76, "relative_energy_kcal_mol": 120.2}

Record 9
{"formula": "C2H6N3S2", "method": "ωB97M-V/def2-TZVPD", "species": ["C", "C", "N", "N", "N", "S", "S", "H", "H", "H", "H", "H", "H"], "xyz": [[2.216, -0.101, 0.944], [1.116, -0.187, 0.286], [-0.057, 0.483, 0.739], [0.776, -0.744, -0.951], [-0.210, 0.915, 1.920], [0.844, 1.193, 2.989], [-2.884, -0.238, -1.612], [3.208, -0.577, 1.266], [-0.760, 0.585, -0.106], [1.554, -1.199, -1.403], [-0.014, -1.435, -1.054], [-3.010, 0.557, -0.532], [-2.779, 0.747, -2.486]], "mulliken_charge": [-0.72, 0.80, 0.33, -0.45, -0.40, 0.18, -0.37, 0.34, 0.35, 0.26, 0.28, 0.18, 0.22], "total_charge": 1, "fmax_ev_per_a": 3.57, "relative_energy_kcal_mol": 132.4}

Record 10
{"formula": "C2H6N4O", "method": "ωB97M-V/def2-TZVPD", "species": ["C", "C", "N", "N", "N", "N", "O", "H", "H", "H", "H", "H", "H"], "xyz": [[0.315, -0.734, -0.820], [0.357, 0.775, -0.257], [1.729, -0.865, 1.018], [1.201, -1.458, 0.117], [1.831, 1.072, 0.030], [-0.295, 0.861, 1.046], [2.521, 1.192, -0.986], [-0.736, -1.253, -0.692], [0.464, -0.754, -1.866], [-0.034, 1.487, -1.120], [1.327, -2.440, -0.089], [-0.862, 1.703, 0.977], [0.283, 1.143, 1.937]], "mulliken_charge": [-0.80, 0.36, -0.65, 0.47, -0.07, -0.67, -0.40, 0.29, 0.33, 0.39, 0.22, 0.26, 0.27], "fmax_ev_per_a": 3.93, "relative_energy_kcal_mol": 160.0}

Record 11
{"formula": "C2H6N4O", "method": "ωB97M-V/def2-TZVPD", "species": ["C", "O", "N", "N", "N", "C", "N", "H", "H", "H", "H", "H", "H"], "xyz": [[2.070, -0.332, -0.268], [1.270, -0.927, 0.810], [-0.045, -0.752, 0.524], [-0.819, -1.271, -0.376], [-1.885, -0.660, -0.606], [-1.920, 0.589, 0.124], [-0.790, 0.650, 0.986], [1.741, -0.609, -1.290], [3.082, -0.720, -0.356], [1.914, 0.698, -0.353], [-1.861, 1.397, -0.579], [-2.764, 0.783, 0.786], [0.007, 1.154, 0.597]], "mulliken_charge": [-0.69, -0.27, 0.35, -0.16, -0.32, -0.19, -0.41, 0.29, 0.33, 0.32, 0.24, 0.25, 0.26], "smiles": "CON1N=NCN1", "fmax_ev_per_a": 4.39, "relative_energy_kcal_mol": 163.8}

Record 12
{"formula": "C2H6N4O", "method": "ωB97M-V/def2-TZVPD", "species": ["N", "C", "N", "C", "O", "N", "N", "H", "H", "H", "H", "H", "H"], "xyz": [[0.648, 0.319, -0.423], [-0.755, 0.015, 0.297], [-1.697, -0.810, -0.367], [1.552, -0.465, 0.039], [0.885, 1.540, -1.055], [-1.118, 1.139, 0.872], [2.648, -0.992, -0.053], [0.303, 2.126, -0.522], [-1.325, -1.656, -0.776], [-2.328, -0.299, -0.968], [-2.041, 1.059, 1.288], [3.261, -1.143, 0.737], [-0.033, -0.831, 0.931]], "mulliken_charge": [0.20, 0.53, -0.60, 0.19, -0.41, -0.91, -0.39, 0.39, 0.22, 0.22, 0.20, 0.31, 0.04], "fmax_ev_per_a": 1.61, "relative_energy_kcal_mol": 156.2}

Record 13
{"formula": "C2H6N4O2", "method": "ωB97M-V/def2-TZVPD", "species": ["C", "C", "H", "H", "H", "H", "H", "H", "N", "N", "N", "N", "O", "O"], "xyz": [[1.256, -1.059, -0.178], [-0.740, 0.476, 0.025], [0.639, 2.003, 1.193], [2.088, 1.304, -0.398], [0.631, -1.883, -0.626], [-0.417, 2.518, -0.632], [-2.367, -0.867, -0.652], [-1.997, -1.530, 1.279], [1.485, 1.067, 0.669], [0.632, 0.022, 0.409], [-1.127, 1.653, -0.561], [-1.381, -0.726, -0.437], [2.542, -1.100, -0.522], [-1.242, -1.878, 0.430]], "mulliken_charge": [0.13, 0.34, 0.31, 0.27, 0.38, 0.28, 0.30, 0.37, -0.82, 0.38, -0.61, -0.32, -0.57, -0.43], "fmax_ev_per_a": 6.75, "relative_energy_kcal_mol": 187.0}

Record 14
{"formula": "C2H6N4O2", "method": "ωB97M-V/def2-TZVPD", "species": ["H", "N", "C", "N", "C", "O", "O", "H", "H", "H", "H", "N", "N", "H"], "xyz": [[0.171, 0.764, 2.061], [-0.135, -0.186, 1.877], [-0.159, -0.517, 0.652], [-0.616, -1.735, 0.242], [1.089, 0.056, -0.523], [1.696, -0.824, -1.077], [1.771, 1.124, -0.034], [-0.132, -2.154, -0.538], [-0.862, -2.384, 0.975], [1.169, 1.757, 0.384], [-1.522, 0.434, -0.133], [-1.612, 1.406, -0.694], [-0.839, 1.559, -1.570], [-0.020, 0.700, -1.623]], "mulliken_charge": [0.25, -0.67, 0.23, -0.44, 0.46, -0.54, -0.47, 0.25, 0.25, 0.36, 0.43, -0.21, -0.22, 0.34], "smiles": "[H]/N=C(/N)C(=O)O.[H]/N=N\\[H]", "fmax_ev_per_a": 3.51, "relative_energy_kcal_mol": 84.0}

Record 15
{"formula": "C2H6N4O2", "method": "ωB97M-V/def2-TZVPD", "species": ["N", "C", "C", "N", "O", "O", "N", "N", "H", "H", "H", "H", "H", "H"], "xyz": [[1.219, -0.154, 0.504], [0.022, 0.456, -0.015], [-0.198, -1.768, -0.217], [0.056, 0.768, -1.367], [2.372, 0.013, -0.281], [-2.012, 1.358, 0.307], [-0.761, 0.956, 0.882], [-0.395, -2.516, 0.680], [2.256, 0.838, -0.792], [-2.526, 1.589, 1.082], [1.436, 0.156, 1.456], [0.337, 0.014, -1.980], [-0.825, 1.157, -1.674], [-0.983, -2.867, 1.413]], "mulliken_charge": [-0.10, 0.60, -0.08, -0.57, -0.45, -0.41, -0.58, -0.20, 0.34, 0.36, 0.27, 0.29, 0.25, 0.29], "fmax_ev_per_a": 3.21, "relative_energy_kcal_mol": 123.8}

Record 16
{"formula": "C2H6N4O2", "method": "ωB97M-V/def2-TZVPD", "species": ["N", "N", "C", "N", "N", "C", "O", "O", "H", "H", "H", "H", "H", "H"], "xyz": [[-2.227, -0.801, 0.066], [-0.958, -1.418, 0.059], [0.009, -0.562, -0.013], [-0.214, 0.789, -0.120], [0.794, 1.701, 0.151], [1.422, -1.217, 0.035], [1.551, -2.400, 0.104], [2.435, -0.362, -0.129], [-2.378, -0.246, -0.812], [-2.978, -1.508, 0.005], [-1.162, 0.992, 0.274], [0.768, 2.008, 1.127], [0.786, 2.449, -0.546], [2.151, 0.575, -0.200]], "mulliken_charge": [-0.67, -0.31, 0.44, -0.16, -0.62, 0.54, -0.51, -0.55, 0.22, 0.28, 0.35, 0.22, 0.23, 0.53], "smiles": "N/N=C(\\NN)C(=O)O", "fmax_ev_per_a": 2.13, "relative_energy_kcal_mol": 39.1}

Record 17
{"formula": "C2H6N4O2", "method": "ωB97M-V/def2-TZVPD", "species": ["O", "N", "C", "C", "N", "N", "O", "N", "H", "H", "H", "H", "H", "H"], "xyz": [[2.464, 0.576, 0.037], [1.125, 0.341, -0.265], [0.892, -1.069, -0.284], [-0.343, -1.542, -0.129], [-1.388, -0.691, 0.251], [-1.106, 0.641, 0.513], [-1.509, 1.268, -0.753], [0.219, 0.977, 0.780], [2.596, 1.258, -0.587], [1.871, -1.434, -0.552], [-0.551, -2.517, -0.258], [-2.004, -1.247, 0.799], [-2.424, 1.452, -0.405], [0.158, 1.986, 0.854]], "mulliken_charge": [-0.43, 0.09, -0.20, -0.56, -0.04, -0.25, -0.47, -0.35, 0.38, 0.41, 0.49, 0.23, 0.38, 0.30], "smiles": "On1cc[nH]n(O)[nH]1", "fmax_ev_per_a": 3.90, "relative_energy_kcal_mol": 165.2}

Record 18
{"formula": "C2H6N4OS", "method": "ωB97M-V/def2-TZVPD", "species": ["C", "C", "N", "N", "N", "N", "O", "S", "H", "H", "H", "H", "H", "H"], "xyz": [[0.542, -0.088, 0.222], [1.605, 0.918, -0.296], [0.254, 0.268, 1.577], [-0.877, 0.446, 1.883], [-0.728, -0.199, -0.540], [-1.283, -1.959, -0.577], [-1.830, 1.992, 0.253], [-1.969, 0.560, 0.455], [1.187, -0.943, 0.266], [1.312, 1.982, -0.485], [2.213, 0.413, -1.018], [2.213, 0.960, 0.684], [-0.612, -2.553, -1.093], [-2.024, -1.797, -1.332]], "mulliken_charge": [0.51, -1.21, -0.12, -0.21, -0.27, -0.47, -0.50, 0.52, 0.28, 0.30, 0.32, 0.33, 0.25, 0.28], "fmax_ev_per_a": 3.33, "relative_energy_kcal_mol": 134.5}

Record 19
{"formula": "C2H6N4S", "method": "ωB97M-V/def2-TZVPD", "species": ["C", "N", "C", "N", "N", "S", "N", "H", "H", "H", "H", "H", "H"], "xyz": [[1.423, 0.748, 0.420], [0.492, 0.201, -0.480], [0.113, -1.240, -0.205], [-1.224, -1.206, 0.304], [-1.730, -0.081, 0.017], [-3.298, 0.318, 0.139], [-0.778, 0.862, -0.427], [1.954, 1.618, -0.117], [0.976, 0.745, 1.518], [2.256, -0.062, 0.641], [0.738, -1.733, 0.595], [0.166, -1.624, -1.240], [-1.089, 1.454, -1.163]], "mulliken_charge": [-0.74, -0.16, -0.34, -0.58, 0.61, -0.28, -0.25, 0.29, 0.31, 0.28, 0.31, 0.32, 0.24], "smiles": "CN1CN=[N+]([S-])N1", "fmax_ev_per_a": 3.74, "relative_energy_kcal_mol": 109.5}

Record 20
{"formula": "C2H6N4S", "method": "ωB97M-V/def2-TZVPD", "species": ["H", "N", "C", "N", "C", "N", "H", "N", "S", "H", "H", "H", "H"], "xyz": [[0.021, -0.890, 1.794], [0.723, -1.274, 1.115], [0.923, -0.494, 0.152], [1.895, -0.883, -0.800], [0.378, 0.824, 0.126], [1.227, 1.879, 0.103], [2.139, 1.556, -0.159], [-0.978, 0.981, 0.159], [-1.933, -0.382, -0.372], [2.511, -1.726, -0.757], [1.936, -0.478, -1.680], [-1.428, 1.867, 0.343], [-2.125, -1.137, 0.709]], "mulliken_charge": [0.29, -0.67, 0.27, -0.47, 0.63, -0.76, 0.29, -0.28, -0.13, 0.22, 0.20, 0.27, 0.14], "smiles": "[H]/N=C(N)\\C(=N/[H])NS", "fmax_ev_per_a": 6.46, "relative_energy_kcal_mol": 34.8}